88
Properties=species:S:1:pos:R:3:forces:R:3 method="wB97M-V/def2-TZVPD" e_lumo_ev=-5.359 e_tot_ev=-105202.4105 de_lowest_kj_mol=1276.7 total_charge=+1 spin_multiplicity=1
C -5.99357 -0.51641 0.05455 0.09 -0.33 0.37
C -4.56197 -1.33124 -0.18057 1.95 2.40 -3.08
O -3.76668 -0.84984 -1.14287 -3.90 -3.58 5.88
O -4.26990 -2.46656 0.70844 0.30 2.66 -3.30
C -3.19254 -3.32244 0.18776 0.96 -2.03 0.03
C -2.79087 -4.42325 1.37616 -2.18 -0.28 -1.00
O -1.89042 -3.84214 2.38394 3.64 0.98 -2.33
C -0.52899 -3.65307 1.85957 1.81 -4.87 -3.35
O 0.05193 -4.59597 1.06607 -3.74 6.39 5.11
C 0.42829 -2.35222 2.21401 2.98 2.24 0.96
C 2.04608 -2.61927 2.25382 -2.63 4.01 0.67
C 3.03574 -1.31191 2.58373 -1.84 -1.16 0.10
C 4.66804 -1.67604 2.55094 -0.98 -0.16 -0.64
C 5.06137 -1.66169 0.92537 -0.91 0.56 -0.02
C 6.22360 -0.56008 0.57625 -1.75 0.09 -1.16
S 7.77800 -1.44645 0.02151 -0.08 -0.46 0.17
N 2.51747 0.09322 2.85328 -2.92 -4.22 -1.10
C 1.00434 0.39231 2.82589 0.42 -3.46 -1.06
C -0.09395 -0.82291 2.48746 3.81 -0.19 -0.24
S -1.92988 -0.44723 2.39700 1.66 0.03 -0.96
H -6.83727 -1.25256 0.45893 1.98 1.71 -0.83
H -6.33454 -0.00898 -0.96030 1.00 -1.41 2.08
H -5.83130 0.39202 0.81139 -0.19 -2.25 -1.49
H -3.61243 -3.96609 -0.70077 0.77 1.38 1.64
H -2.24299 -2.74858 -0.18750 -1.95 -0.83 0.82
H -2.41483 -5.43096 0.90049 -0.33 2.27 0.98
H -3.80484 -4.68142 1.95092 2.43 0.71 -1.07
H 2.46437 -3.70779 2.04610 -0.82 2.71 0.52
H 4.85183 -2.78567 2.94922 -0.78 2.64 -0.63
H 5.30913 -0.92856 3.18268 -1.39 -1.35 -1.26
H 4.09441 -1.34196 0.30352 2.03 -0.76 1.42
H 5.31109 -2.76270 0.58717 -0.28 2.41 0.75
H 5.84180 0.07273 -0.35398 0.80 -1.34 2.02
H 6.39241 0.23499 1.44088 0.06 -2.08 -1.69
H 7.39723 -2.73572 -0.46055 -0.25 1.86 0.75
H 3.24319 0.84233 3.04933 -1.25 -0.92 0.00
H 0.67374 1.52302 3.01101 0.83 -2.89 -0.44
H -2.16271 -0.25704 0.99700 0.82 -0.31 1.58
C -2.82234 0.11251 -4.21361 -1.01 -0.58 0.76
C -1.34943 0.32255 -4.12354 0.46 -0.31 0.13
O -1.03783 0.99104 -5.32474 -0.63 0.45 0.29
C -2.16465 1.68656 -5.64600 -0.80 2.54 -2.27
O -2.19993 2.59416 -6.46018 0.19 -2.31 1.96
O -3.25023 1.24811 -4.93836 0.91 0.58 -0.63
F -0.69357 -0.85956 -4.11153 0.37 -0.25 0.14
H -3.08791 -0.79348 -4.76863 0.28 -0.01 0.03
H -3.29779 0.07324 -3.22984 0.00 0.12 -0.24
H -1.03439 0.93261 -3.27025 0.15 -0.18 -0.08
C 1.42074 4.56046 5.74756 -0.50 1.28 0.04
C 1.27502 3.37351 6.63728 -0.94 -0.13 0.61
O 1.93652 2.34882 5.93066 0.92 0.40 -0.45
C 2.89643 2.98381 5.20125 1.85 -0.44 -1.11
O 3.84300 2.42011 4.67768 -2.04 0.85 0.64
O 2.67350 4.33187 5.13414 0.65 -1.52 -0.05
F -0.02508 3.02779 6.77104 -0.05 -0.13 0.13
H 0.64348 4.61078 4.97767 -0.04 -0.16 0.20
H 1.42318 5.50070 6.30553 0.17 -0.15 -0.18
H 1.73246 3.49413 7.62506 -0.18 -0.13 -0.05
C -0.67094 -1.59019 -7.61092 -0.44 1.27 -0.05
C -0.81666 -2.77714 -6.72120 -0.42 -0.38 0.20
O -0.15516 -3.80183 -7.42782 0.58 0.58 -0.04
C 0.80475 -3.16685 -8.15722 2.62 -1.25 -1.75
O 1.75132 -3.73054 -8.68079 -2.34 1.41 1.27
O 0.58182 -1.81878 -8.22434 0.33 -1.09 0.06
F -2.11676 -3.12287 -6.58743 -0.35 -0.11 0.30
H -1.44820 -1.53987 -8.38081 -0.05 -0.24 0.17
H -0.66850 -0.64995 -7.05295 0.19 -0.23 -0.21
H -0.35922 -2.65652 -5.73341 -0.20 -0.09 -0.06
C -4.02940 2.27015 7.23718 -0.53 -1.09 -0.39
C -3.46134 2.90946 8.45795 0.60 -0.19 0.57
O -3.06411 4.18472 8.00762 -0.77 -0.04 -0.38
C -3.91468 4.48040 6.98498 -0.55 3.08 -1.57
O -4.06763 5.59921 6.52375 0.46 -2.85 1.07
O -4.58212 3.37080 6.54363 0.36 0.89 0.29
F -2.36239 2.24641 8.88263 0.15 -0.09 0.26
H -3.26514 1.79475 6.61325 0.11 0.08 0.26
H -4.79843 1.53018 7.47472 0.01 0.24 -0.13
H -4.17463 3.01575 9.28223 0.20 -0.05 0.03
C 3.33111 1.57556 -6.92746 0.67 -0.13 -1.15
C 1.91188 1.61048 -6.47331 -0.72 -0.38 -0.30
O 2.01486 1.58195 -5.06779 0.63 0.60 0.04
C 3.20622 2.18086 -4.78738 1.29 1.04 2.58
O 3.52375 2.58910 -3.68267 -0.74 -1.05 -2.49
O 3.99990 2.27558 -5.89759 -0.63 0.13 1.14
F 1.24977 0.50214 -6.87438 -0.07 0.00 -0.08
H 3.73008 0.55774 -6.99279 -0.28 0.02 0.03
H 3.47126 2.06988 -7.89255 0.08 0.03 0.27
H 1.36304 2.50584 -6.78417 -0.12 -0.21 0.02

92
Properties=species:S:1:pos:R:3:forces:R:3 method="wB97M-V/def2-TZVPD" e_lumo_ev=-3.452 e_tot_ev=-109275.5807 total_charge=+1 spin_multiplicity=1
C -3.93698 -3.97081 -1.23800 0.46 0.18 -0.49
C -3.06934 -2.78570 -1.48480 -0.23 -1.00 -1.70
I -2.33537 -2.58964 -3.43749 -0.08 -0.14 0.09
C -2.82707 -1.92379 -0.54451 0.95 1.62 0.54
I -1.66623 -0.20214 -0.91692 -0.03 0.00 -0.17
C -3.40074 -2.07882 0.82007 0.57 0.38 1.29
C -2.80410 -1.12612 1.87300 0.26 -0.22 1.06
C -2.49692 -1.92040 3.13112 0.92 -0.08 -0.43
N -2.22315 -3.29575 2.57867 -1.28 0.09 0.12
C -3.27023 -3.42967 1.53161 -1.03 0.39 0.27
H -4.80817 -3.67774 -0.69719 -0.75 0.01 0.47
H -4.23020 -4.46916 -2.12802 -0.39 -0.22 -0.84
H -3.38611 -4.70265 -0.69314 0.24 -0.68 0.27
H -4.45128 -1.86203 0.86778 -0.69 0.07 -0.74
H -1.85448 -0.71388 1.61410 0.43 0.26 -0.70
H -3.42682 -0.29431 2.11850 -0.52 0.54 -0.03
H -1.57144 -1.62307 3.57173 0.56 0.52 0.43
H -3.21870 -1.91990 3.92033 -0.78 -0.50 0.16
H -1.28395 -3.34126 2.20219 0.29 -0.32 0.11
H -2.44125 -4.00499 3.27171 0.81 -0.26 0.15
H -4.16897 -3.47501 2.11830 -0.54 -0.22 0.46
H -3.29146 -4.35374 1.00407 0.82 -0.44 -0.39
C 2.30617 0.14942 -1.35443 0.07 -0.31 -0.02
C 1.76196 1.20208 -2.29427 0.06 0.14 0.29
O 2.74191 2.21277 -2.21706 0.11 -0.21 -0.22
C 3.93449 1.60694 -1.91770 -0.13 -0.12 0.12
O 4.99323 2.11540 -2.02148 0.17 0.15 0.06
O 3.71957 0.33865 -1.48544 -0.29 0.10 -0.14
F 0.56993 1.70014 -1.86112 0.07 0.10 -0.05
H 2.00682 0.33229 -0.32241 -0.07 0.16 -0.03
H 2.02377 -0.86199 -1.63467 0.20 -0.04 -0.09
H 1.65529 0.87558 -3.32929 -0.16 0.05 -0.02
C 4.03688 2.78076 1.69191 -0.16 0.23 -0.09
C 4.01333 1.40020 2.30571 0.26 0.03 -0.22
O 5.35449 1.22540 2.71005 -0.20 0.09 0.26
C 5.86784 2.47047 2.96956 -0.06 0.07 -0.26
O 6.87067 2.67111 3.55768 0.28 -0.05 0.08
O 5.05897 3.42509 2.46106 -0.17 -0.19 -0.01
F 3.69146 0.43692 1.39560 0.03 0.01 0.12
H 4.33649 2.75558 0.64250 0.08 -0.15 0.01
H 3.08847 3.29884 1.78394 0.06 0.12 0.16
H 3.35334 1.30161 3.16815 -0.08 -0.10 -0.04
C -4.08164 -9.55826 0.51176 -0.16 0.04 0.17
C -2.98181 -8.61851 0.95313 0.15 0.01 -0.33
O -3.34448 -7.40017 0.30653 -0.09 0.01 0.33
C -4.70349 -7.41623 0.14061 -0.15 0.01 0.13
O -5.35772 -6.45150 -0.09191 0.21 -0.01 -0.06
O -5.18712 -8.64969 0.34452 0.17 -0.17 0.00
F -1.75822 -9.00375 0.52526 -0.14 0.10 -0.01
H -3.84940 -10.02301 -0.43797 0.15 -0.04 -0.25
H -4.31524 -10.32359 1.24574 -0.20 0.12 0.04
H -2.93882 -8.44784 2.03031 0.09 -0.04 0.02
C -1.77630 -6.09737 -5.48503 0.01 0.14 0.05
C -2.39314 -6.66910 -6.74315 0.23 -0.20 0.02
O -2.71405 -7.98993 -6.34167 -0.19 0.26 -0.06
C -2.93699 -7.96573 -5.00365 -0.03 -0.17 0.04
O -3.47625 -8.82253 -4.39541 -0.05 -0.22 0.23
O -2.47233 -6.81485 -4.46026 0.11 0.20 -0.15
F -1.51474 -6.70951 -7.76700 0.04 -0.06 -0.03
H -0.70945 -6.31375 -5.42772 0.02 -0.10 -0.13
H -1.93314 -5.03181 -5.38100 -0.15 0.08 0.16
H -3.30217 -6.16646 -7.07514 0.02 0.04 -0.10
C 9.19937 2.23612 0.85881 0.10 -0.25 0.12
C 8.51585 3.03532 -0.22618 0.03 0.18 0.24
O 9.36860 4.15511 -0.35821 0.12 -0.24 -0.20
C 10.63142 3.75778 -0.00181 -0.22 -0.09 0.19
O 11.61798 4.35965 -0.23452 0.15 0.16 -0.02
O 10.57826 2.56786 0.65046 -0.21 0.06 -0.11
F 7.27940 3.44607 0.15914 0.01 0.06 -0.02
H 8.89016 2.56049 1.85308 -0.11 0.11 -0.05
H 9.04046 1.16536 0.76676 0.20 -0.04 -0.07
H 8.43642 2.52631 -1.18758 -0.17 0.02 -0.02
C 0.12559 6.51210 2.76866 -0.08 0.03 0.15
C -0.31606 6.29058 1.34068 0.29 0.24 -0.11
O 0.29141 5.03833 1.02701 -0.33 -0.13 0.19
C 0.41381 4.34847 2.18810 0.07 0.26 -0.04
O 0.65203 3.18488 2.25709 0.12 -0.25 -0.01
O 0.23116 5.15600 3.24878 -0.05 0.14 -0.07
F 0.16518 7.23415 0.50534 0.02 -0.12 -0.04
H 1.10217 6.99189 2.81703 0.04 0.00 -0.13
H -0.58552 7.08492 3.35411 -0.08 -0.18 0.11
H -1.39486 6.21261 1.20736 -0.01 0.05 -0.09
C -4.25544 9.93500 -0.00064 -0.09 0.14 0.04
C -4.38079 8.55205 0.60532 0.22 0.02 -0.28
O -3.05125 8.29404 1.02718 -0.22 0.02 0.25
C -2.46232 9.50038 1.30168 -0.06 0.02 -0.17
O -1.46147 9.62240 1.91702 0.19 -0.06 0.09
O -3.19651 10.50556 0.78270 -0.13 -0.14 -0.06
F -4.74785 7.62152 -0.30856 0.08 0.00 0.05
H -3.95088 9.88569 -1.04583 0.02 -0.14 -0.01
H -5.16126 10.52691 0.08421 0.08 0.13 0.16
H -5.05064 8.48934 1.46342 -0.07 -0.08 -0.03

71
Properties=species:S:1:pos:R:3:forces:R:3 method="wB97M-V/def2-TZVPD" e_lumo_ev="2.348 / 2.006" e_tot_ev=-140931.7285 de_lowest_kj_mol=149.0 s_squared=2.014 total_charge=-1 spin_multiplicity=3
Ti -0.99298 0.34711 -1.37274 -1.13 -0.99 2.96
C -4.56441 1.25702 -2.86677 0.38 -0.15 0.03
C -3.05504 1.27804 -2.86774 -0.32 0.31 -0.57
O -2.45372 0.20474 -2.42783 -2.34 0.33 -2.22
C -2.38967 2.37344 -3.37524 -0.20 -0.18 0.13
C -0.98186 2.48426 -3.37184 0.98 -0.30 0.21
C -0.25400 3.50151 -4.20519 -0.04 -0.14 0.15
N -0.29989 1.63946 -2.62368 -0.25 1.47 -1.86
N 1.05700 1.66091 -2.64327 1.44 0.15 -0.28
C 1.52572 0.55809 -2.11977 -0.74 0.74 -0.74
O 0.71894 -0.38129 -1.70198 2.02 -0.73 -0.37
C 2.97327 0.35899 -2.07442 0.59 -0.20 0.06
C 3.83780 1.41337 -2.37416 -0.32 -0.16 0.10
C 5.20194 1.21531 -2.34863 0.17 -0.01 -0.01
C 5.72202 -0.03115 -2.02544 0.03 -0.02 -0.02
C 4.86660 -1.07893 -1.72198 0.23 -0.05 -0.03
C 3.50008 -0.89135 -1.74815 -0.39 0.24 -0.09
H -4.91857 0.38399 -3.41368 -0.04 -0.07 0.03
H -4.95440 2.15926 -3.32555 -0.10 0.08 -0.02
H -4.92748 1.18795 -1.83971 0.01 -0.04 -0.01
H -2.96134 3.15502 -3.85254 -0.06 0.05 0.08
H -0.94378 4.08312 -4.81189 -0.05 0.00 0.01
H 0.46070 2.98754 -4.85052 0.00 0.10 0.01
H 0.31493 4.16865 -3.55383 0.02 -0.03 -0.06
H 3.39897 2.36913 -2.61820 0.06 0.08 -0.03
H 5.86643 2.03470 -2.58196 0.07 0.06 -0.01
H 6.79183 -0.18824 -2.02138 0.06 0.01 0.04
H 5.26502 -2.05011 -1.46911 0.07 -0.09 0.02
H 2.82128 -1.70392 -1.52696 -0.03 0.00 0.05
S -0.91647 2.11748 0.24865 0.00 0.42 0.49
C -2.59981 2.05056 0.70177 -0.09 -0.27 0.13
C -3.17482 3.23304 1.15473 -0.33 0.09 0.14
C -4.51998 3.31932 1.49505 0.16 -1.41 -0.40
C -5.08304 4.52919 1.92870 -0.45 1.05 0.32
N -5.55608 5.51854 2.27925 0.05 -0.02 0.00
C -5.32796 2.15765 1.38896 1.61 0.13 -0.25
C -4.74061 0.96134 0.98562 -0.41 0.46 0.22
C -3.39894 0.87447 0.63769 0.31 -0.02 0.02
S -2.82131 -0.68965 0.14799 0.07 -0.17 0.43
C -6.70274 2.18030 1.65517 -1.33 0.04 0.22
N -7.84033 2.15587 1.83230 0.08 0.03 0.05
H -2.54559 4.10786 1.23004 -0.03 0.09 0.00
H -5.35064 0.07080 0.93451 -0.03 -0.03 -0.03
C 0.37316 -5.50592 2.60285 -0.21 0.21 -0.02
C -0.30622 -4.32262 1.91880 0.34 -0.15 -0.01
C 0.48151 -3.84358 0.70447 -0.24 0.08 0.23
C -0.19851 -2.69066 -0.01691 0.13 0.47 -0.20
Ge -0.13932 -0.82734 0.83654 0.84 -1.36 1.56
C 1.77576 -0.27012 1.43427 -0.85 -0.09 -0.55
C 2.20037 -0.98441 2.70337 0.10 0.28 -0.14
C 3.52795 -0.44794 3.23861 -0.13 -0.30 0.15
C 3.99128 -1.19968 4.48100 0.05 0.20 -0.18
H -0.21055 -5.84292 3.45817 0.03 -0.10 0.09
H 1.36711 -5.22875 2.95192 0.10 -0.02 0.05
H 0.47755 -6.33869 1.90744 0.04 -0.10 -0.02
H -0.41155 -3.49369 2.62148 -0.12 0.00 0.02
H -1.30907 -4.61902 1.59888 -0.05 0.11 0.02
H 0.60289 -4.69245 0.01926 0.09 0.02 -0.01
H 1.47834 -3.53318 1.02419 0.19 -0.14 0.00
H -1.25857 -2.92688 -0.15903 0.04 0.06 0.01
H 0.23896 -2.57896 -1.01359 -0.07 0.05 0.09
H -0.71828 -1.09623 2.27669 0.00 0.28 -0.21
H 1.76009 0.80969 1.61024 -0.10 0.01 -0.08
H 2.48862 -0.45607 0.63246 0.02 -0.01 -0.08
H 2.29611 -2.05381 2.50770 -0.01 -0.16 0.10
H 1.42507 -0.85698 3.46198 -0.02 -0.11 0.13
H 3.41169 0.61167 3.47663 0.03 0.07 -0.08
H 4.28968 -0.52882 2.45874 0.01 0.08 -0.05
H 3.24916 -1.11915 5.27159 -0.08 -0.03 0.15
H 4.93129 -0.79258 4.84872 0.10 -0.03 0.12
H 4.13843 -2.25431 4.25723 0.02 -0.14 0.02